[1]
# C3H8NO2

A molecular structure, C3H8NO2 (wB97M-V/def2-TZVPD, the OMol25 dataset).

Geometry as XYZ:
```
14
Properties=species:S:1:pos:R:3:forces:R:3
O -0.712 1.361 0.151 -0.421 1.448 1.047
O -1.346 0.834 -2.469 -0.809 -0.143 -0.907
N 0.821 0.086 1.859 2.020 0.381 -0.642
C -0.503 0.335 -0.347 3.531 -3.523 0.420
C -0.818 -0.181 -1.692 -2.028 2.556 1.570
C 0.735 -0.844 0.716 -3.505 3.556 -1.725
H 0.410 1.023 1.649 -0.353 -0.431 -0.164
H 0.381 -1.767 0.963 -1.574 -2.164 0.931
H 0.553 -0.203 2.781 -0.803 -0.680 0.415
H 1.812 0.236 1.953 0.745 0.599 0.375
H -0.052 -0.568 -2.229 2.946 -1.588 -0.990
H -1.487 -0.963 -1.421 -1.229 -1.037 -0.315
H 1.573 -1.028 0.108 1.571 0.760 -0.298
H -1.368 1.679 -2.023 -0.091 0.266 0.280
```
Forces are in eV/Å.

## Properties
- HOMO energy (eV) = -14.63
- net charge = +1
- LUMO (hartree) = -0.1372
- maximum force (eV/A) = 5.28

[2]
# C3H8NO2

2 unconnected molecules or ions with the total composition C3H8NO2 (wB97M-V/def2-TZVPD, the OMol25 dataset).

Geometry as XYZ:
```
14
Properties=species:S:1:pos:R:3:forces:R:3
O 1.097 -0.378 -0.307 4.977 0.968 -1.151
O 2.738 1.123 -0.556 0.118 -1.509 2.100
N -2.581 -0.371 1.624 -0.224 4.170 -2.579
C -1.596 -0.016 -0.651 -0.163 -0.489 2.491
C 2.191 -0.017 -0.902 -7.274 -0.251 1.427
C -1.441 -0.427 0.628 -0.365 -2.449 -1.932
H -1.231 -0.548 -1.513 1.039 0.452 0.160
H -2.162 0.864 -0.771 -1.353 0.652 -0.704
H 2.934 1.839 -1.120 0.654 0.652 -1.768
H -2.935 0.667 1.621 0.747 -2.216 0.874
H 2.213 -0.570 -1.826 1.895 0.082 -0.677
H -2.225 -0.726 2.466 0.234 -0.071 2.036
H -3.395 -0.908 1.334 0.172 -0.380 -0.203
H -0.730 -1.220 0.898 -0.457 0.388 -0.073
```
Forces are in eV/Å.

## Properties
- HOMO energy (eV) = -13.68
- net charge = +1
- LUMO (hartree) = -0.1466
- maximum force (eV/A) = 7.42

[3]
# C3H8NO2S

2 unconnected molecules or ions with the total composition C3H8NO2S (wB97M-V/def2-TZVPD, the OMol25 dataset).

Geometry as XYZ:
```
15
Properties=species:S:1:pos:R:3:forces:R:3
S -1.050 -0.641 1.105 0.259 0.100 0.137
O -3.055 0.115 -1.307 -0.033 0.136 -0.370
O 1.757 -0.623 -1.698 0.189 -0.161 -0.256
N 2.054 -0.096 1.004 0.199 0.255 0.380
C 1.176 0.735 0.204 0.021 0.472 0.301
C -0.214 0.969 0.779 -0.935 -0.765 -0.373
C 0.996 0.133 -1.163 -0.204 -0.014 -0.085
H -2.474 -0.391 -0.700 0.054 0.019 0.348
H -0.830 1.423 -0.008 0.211 0.463 0.146
H -2.635 0.981 -1.319 -0.106 -0.090 0.030
H -0.236 1.626 1.649 0.222 0.029 0.060
H 1.658 1.719 0.059 0.063 -0.099 -0.133
H 0.067 0.466 -1.669 0.035 -0.001 -0.133
H 1.506 -0.936 1.173 -0.024 -0.237 0.073
H 2.121 0.346 1.921 0.050 -0.109 -0.126
```
Forces are in eV/Å.

## Properties
- HOMO energy (eV) = -3.37
- net charge = -1
- LUMO (hartree) = 0.1430
- maximum force (eV/A) = 1.26

[4]
# C3H8NO2S

2 unconnected molecules or ions with the total composition C3H8NO2S (wB97M-V/def2-TZVPD, the OMol25 dataset).

Geometry as XYZ:
```
15
Properties=species:S:1:pos:R:3:forces:R:3
S -2.061 0.643 0.603 0.525 -2.713 -3.219
O -1.200 -0.605 0.500 -0.987 0.068 0.242
O -1.246 1.697 1.126 1.535 3.094 1.767
N 2.036 2.006 -0.776 -1.516 -0.692 0.536
C -2.060 1.056 -1.351 -2.337 -3.059 2.375
C 2.328 0.770 -0.867 0.792 0.370 0.217
C 2.161 -0.333 0.094 -1.985 -0.033 2.432
H 2.830 0.363 -1.732 0.467 0.644 -0.883
H -2.567 1.963 -1.497 -0.603 1.262 -0.470
H -1.090 0.965 -1.741 1.369 0.029 -0.324
H 1.355 2.144 0.039 1.371 -0.169 -0.799
H -2.695 0.140 -1.592 0.712 1.308 -0.440
H 2.016 0.090 1.146 -0.610 -0.489 -1.368
H 1.236 -0.916 -0.245 1.174 0.485 0.905
H 3.031 -0.966 0.286 0.092 -0.105 -0.971
```
Forces are in eV/Å.

## Properties
- HOMO energy (eV) = -3.13
- net charge = -1
- LUMO (hartree) = 0.1458
- maximum force (eV/A) = 4.52

[5]
# C3H8NO2S

2 unconnected molecules or ions with the total composition C3H8NO2S (wB97M-V/def2-TZVPD, the OMol25 dataset).

Geometry as XYZ:
```
15
Properties=species:S:1:pos:R:3:forces:R:3
S -0.142 -1.501 1.196 -0.292 0.525 0.093
O 1.900 -0.894 -0.520 3.173 0.817 0.910
O -0.717 -0.091 -1.698 -2.037 0.622 0.414
N 0.219 2.119 -0.637 -0.359 1.169 -1.597
C 0.164 0.375 1.105 1.483 -2.120 0.698
C -1.409 0.420 -0.809 2.910 -1.938 -2.295
C -0.626 1.220 0.132 0.774 2.095 1.801
H -1.173 1.956 0.750 -0.731 -0.601 -0.261
H 1.767 -1.684 0.006 -0.461 -0.111 0.720
H 0.109 0.456 2.137 -2.549 1.246 2.261
H 0.936 2.489 -0.084 1.025 0.515 1.134
H 0.662 1.884 -1.518 -0.560 -1.050 0.341
H -2.453 0.213 -0.771 -1.119 -0.021 0.348
H 1.189 0.770 1.271 0.416 -0.730 -1.991
H 1.467 -1.108 -1.295 -1.672 -0.417 -2.577
```
Forces are in eV/Å.

## Properties
- HOMO energy (eV) = -2.32
- net charge = -1
- LUMO (hartree) = 0.1472
- maximum force (eV/A) = 4.18

[6]
# C3H8NO2Si

A gas-phase ion, C3H8NO2Si (charge +1) (wB97M-V/def2-TZVPD, the OMol25 dataset).

Geometry as XYZ:
```
15
Properties=species:S:1:pos:R:3:forces:R:3
Si -1.842 0.115 1.632 0.576 0.472 -2.303
O -0.966 0.980 0.381 0.908 -0.563 0.088
O -0.982 -1.157 2.153 -0.071 0.041 -0.075
N 1.610 -0.331 -1.397 0.909 0.384 -1.376
C 0.672 -0.740 -0.262 1.367 -0.052 0.193
C 0.716 0.918 -1.515 1.257 0.129 2.010
C 0.004 0.424 -0.290 -0.613 -0.451 -0.238
H -1.845 1.196 2.553 -0.702 0.435 0.900
H -1.053 -1.240 3.101 0.389 -0.411 0.641
H 2.639 -0.031 -1.306 -1.824 -0.850 0.714
H 1.259 1.841 -1.360 0.191 0.175 -0.356
H 0.235 0.821 -2.419 -1.397 0.402 -1.934
H 0.801 -1.606 0.372 0.010 0.081 -0.244
H 1.592 -0.873 -2.305 -0.207 0.335 1.407
H -2.840 -0.316 0.663 -0.791 -0.127 0.572
```
Forces are in eV/Å.

## Properties
- HOMO energy (eV) = -13.84
- structure (SMILES) = O[SiH2]OC1=C[NH2+]C1
- net charge = +1
- LUMO (hartree) = -0.1244
- maximum force (eV/A) = 2.42

[7]
# C3H8NO3

2 unconnected molecules or ions with the total composition C3H8NO3 (wB97M-V/def2-TZVPD, the OMol25 dataset).

Geometry as XYZ:
```
15
Properties=species:S:1:pos:R:3:forces:R:3
O 2.274 -0.680 1.467 -1.244 -0.649 -1.017
O -1.612 0.704 -2.308 2.018 -0.678 3.156
O 1.580 1.159 2.353 -1.256 2.669 1.445
N 0.824 -0.037 -0.802 0.398 -1.672 -0.713
C 1.414 0.250 1.573 0.934 -2.053 -1.281
C -0.935 -0.577 0.787 -1.727 -1.635 -1.264
C 0.167 0.279 0.454 3.633 2.657 2.153
H -0.570 -1.614 0.630 -0.683 0.245 0.303
H -1.385 -0.442 1.741 0.262 0.048 1.166
H 1.626 0.619 -0.765 -0.362 -1.026 -0.656
H -0.123 1.364 0.434 0.136 -0.876 -0.084
H -1.781 -0.327 0.120 0.226 -0.625 -0.191
H -0.900 0.082 -1.840 -1.271 2.057 -1.174
H 1.218 -1.056 -0.743 -0.553 2.653 0.278
H -1.797 0.274 -3.101 -0.511 -1.114 -2.120
```
Forces are in eV/Å.

## Properties
- HOMO energy (eV) = -3.78
- net charge = -1
- LUMO (hartree) = 0.1371
- maximum force (eV/A) = 4.99

[8]
# C3H8NO3

2 unconnected molecules or ions with the total composition C3H8NO3 (wB97M-V/def2-TZVPD, the OMol25 dataset).

Geometry as XYZ:
```
15
Properties=species:S:1:pos:R:3:forces:R:3
O 1.086 0.620 1.023 -0.261 0.591 -1.602
O 0.060 -1.314 1.097 -0.449 0.300 -0.933
O 0.103 -1.132 -1.576 -0.191 -0.385 0.134
N 1.021 -0.505 2.940 -0.294 -0.046 0.083
C -0.017 0.246 -1.855 0.033 -0.181 0.216
C 0.699 -0.367 1.638 0.849 -0.838 2.441
C -1.298 0.853 -1.313 0.559 0.327 -0.581
H -1.417 1.845 -1.739 -0.060 0.237 -0.057
H -0.244 -1.326 -0.687 0.218 0.188 -0.396
H 0.699 -1.323 3.425 0.146 -0.033 0.176
H 0.035 0.301 -2.933 -0.037 0.208 -0.380
H -2.167 0.274 -1.600 -0.148 -0.223 0.180
H 1.779 0.052 3.283 0.091 0.047 0.279
H -1.190 0.987 -0.249 -0.348 -0.158 0.448
H 0.852 0.790 -1.454 -0.109 -0.031 -0.009
```
Forces are in eV/Å.

## Properties
- HOMO energy (alpha / beta) (eV) = -9.76 / -9.59
- multiplicity = 2
- LUMO (alpha / beta) (hartree) = 0.0234 / -0.1407
- maximum force (eV/A) = 2.72

Summary of E_tot in hartree
-324.00439, -323.98232, -722.57150, -722.51385, -722.47531, -613.58802, -399.62209, -399.51644
(order as listed above)
Summary of relative energy (zero: lowest compared OMol25 entry of this formula, charge and spin) in kcal/mol
77.1, 91.0, 38.0, 74.2, 98.4, 0.0, 35.0, 6.3
(order as listed above)